[1]
{
  "formula": "C49H94IN9OPS",
  "method": "wB97M-V/def2-TZVPD",
  "elements": ["C", "C", "C", "C", "C", "C", "C", "C", "C", "C", "C", "C", "C", "C", "N", "C", "N", "P", "C", "O", "C", "S", "N", "C", "C", "C", "C", "C", "C", "C", "C", "I", "H", "H", "H", "H", "H", "H", "H", "H", "H", "H", "H", "H", "H", "H", "H", "H", "H", "H", "H", "H", "H", "H", "H", "H", "H", "H", "H", "H", "H", "H", "H", "H", "H", "H", "H", "H", "H", "H", "H", "H", "H", "H", "H", "H", "H", "H", "H", "H", "H", "H", "H", "H", "C", "C", "C", "C", "N", "H", "H", "H", "H", "H", "H", "H", "C", "C", "C", "C", "N", "H", "H", "H", "H", "H", "H", "H", "C", "C", "C", "C", "N", "H", "H", "H", "H", "H", "H", "H", "C", "C", "C", "C", "N", "H", "H", "H", "H", "H", "H", "H", "C", "C", "C", "C", "N", "H", "H", "H", "H", "H", "H", "H", "C", "C", "C", "C", "N", "H", "H", "H", "H", "H", "H", "H"],
  "coordinates": [[-1.584831, 5.449919, 0.451858], [-1.578007, 5.631948, -1.074128], [-2.893809, 5.244403, -1.711228], [-3.370820, 3.867921, -1.274700], [-3.127348, 2.722627, -2.281545], [-4.436615, 2.053192, -2.695205], [-4.757807, 0.879719, -1.779792], [-5.263629, 1.345132, -0.433151], [-5.403526, 0.256784, 0.613036], [-4.084143, -0.448499, 0.940971], [-3.103793, 0.368642, 1.811154], [-1.988360, 1.079119, 1.005510], [-1.259774, 0.080876, 0.078697], [0.104655, 0.477585, -0.358130], [0.378588, 0.432251, -1.615089], [1.654534, 0.923715, -2.030224], [2.378339, 0.000219, -2.901035], [1.127638, 2.492871, -3.030263], [0.246169, 1.708783, -4.456218], [2.576207, 2.928202, -3.693024], [2.354428, 1.465349, -0.710345], [4.040069, 0.639499, -0.611903], [2.609283, 2.881376, -0.780120], [2.978256, 3.498406, 0.497059], [3.810965, 4.760847, 0.269303], [3.232901, 5.754796, -0.748863], [1.734548, 5.976901, -0.676925], [1.279470, 1.051452, 0.379226], [1.761256, 0.446524, 1.730537], [1.575007, -1.059771, 1.996412], [0.229534, -1.383485, 2.661402], [1.960704, -2.298983, 0.295495], [-1.014976, 6.213532, 0.948669], [-2.588989, 5.417255, 0.860779], [-1.110965, 4.502667, 0.707253], [-0.742660, 5.076331, -1.496349], [-1.387220, 6.676570, -1.305963], [-3.638570, 5.986391, -1.441554], [-2.762307, 5.244787, -2.789218], [-2.917751, 3.598482, -0.324766], [-4.436891, 3.927986, -1.096634], [-2.655387, 3.131078, -3.170226], [-2.475563, 1.952257, -1.869179], [-4.283568, 1.634711, -3.687387], [-5.247097, 2.771948, -2.716492], [-3.842777, 0.291748, -1.705507], [-5.506253, 0.256331, -2.261420], [-6.230075, 1.801273, -0.602000], [-4.620937, 2.120184, -0.015385], [-6.112447, -0.492752, 0.267570], [-5.838967, 0.702592, 1.505029], [-3.643148, -0.746742, -0.003914], [-4.329209, -1.367096, 1.466352], [-3.667185, 1.132998, 2.339825], [-2.642555, -0.274024, 2.555474], [-2.430181, 1.853549, 0.386622], [-1.294788, 1.578913, 1.680202], [-1.844317, 0.061267, -0.838592], [-1.273743, -0.927299, 0.473595], [-0.306808, 0.105082, -2.289464], [1.747527, -0.739986, -3.200543], [2.652044, 0.478092, -3.754021], [-0.822327, 1.772396, -4.301304], [0.562645, 0.678253, -4.620925], [0.492665, 2.267847, -5.352762], [2.441073, 3.429320, -4.507231], [4.116494, -0.056865, 0.527782], [3.415604, 2.989176, -1.389914], [3.554747, 2.840428, 1.152581], [2.063094, 3.735546, 1.035335], [3.973686, 5.213313, 1.242997], [4.783656, 4.430802, -0.092236], [3.738194, 6.699713, -0.585445], [3.526306, 5.407983, -1.733624], [1.530865, 7.040037, -0.692407], [1.234461, 5.481997, -1.500859], [1.299357, 5.598523, 0.246515], [0.900075, 2.034939, 0.684580], [1.215111, 0.937952, 2.532022], [2.790486, 0.747065, 1.861215], [2.315678, -1.345510, 2.728938], [-0.246356, -2.252151, 2.225844], [0.410386, -1.629465, 3.702331], [-0.428948, -0.528897, 2.663153], [3.923491, -4.221498, -3.557060], [3.491739, -4.153303, -5.017878], [2.559017, -2.967743, -5.292164], [1.339460, -3.072716, -4.489311], [0.408752, -3.176299, -3.826674], [3.067417, -4.373093, -2.895721], [4.608843, -5.048245, -3.391333], [4.427805, -3.298849, -3.258207], [2.993916, -5.082460, -5.299550], [4.371376, -4.058206, -5.655184], [2.273836, -2.920614, -6.343512], [3.061007, -2.032543, -5.035722], [-10.297724, -0.263843, 1.496254], [-11.089591, -0.301037, 0.195189], [-10.260117, -0.809793, -0.989992], [-9.100908, 0.047925, -1.241652], [-8.191747, 0.718026, -1.436667], [-9.451170, 0.423404, 1.432604], [-10.932542, 0.072185, 2.316217], [-9.915363, -1.253947, 1.752458], [-11.468276, 0.698738, -0.026952], [-11.954694, -0.946998, 0.323019], [-10.864811, -0.835849, -1.896324], [-9.900152, -1.821566, -0.797837], [3.133943, -7.111041, 1.362426], [2.206138, -7.185304, 0.155229], [2.829333, -7.927855, -1.032623], [4.047845, -7.260590, -1.492650], [4.996518, -6.731212, -1.856633], [4.043991, -6.555626, 1.131323], [2.641349, -6.604429, 2.192126], [3.420622, -8.107984, 1.700165], [1.929887, -6.175003, -0.154484], [1.284020, -7.696124, 0.435773], [2.129292, -7.970824, -1.867166], [3.083364, -8.951624, -0.755490], [8.005114, 0.706768, 0.341679], [7.892601, -0.714206, -0.201027], [8.167966, -1.785594, 0.859639], [9.520911, -1.659910, 1.402016], [10.577873, -1.555728, 1.830446], [9.014632, 0.918867, 0.694772], [7.770514, 1.431947, -0.437519], [7.312225, 0.866365, 1.171109], [8.588529, -0.837711, -1.032009], [6.887833, -0.870503, -0.601590], [8.063020, -2.783284, 0.433037], [7.459976, -1.698006, 1.685423], [-14.665303, -0.111496, 5.042071], [-14.078374, 1.110315, 4.344911], [-14.553360, 1.255217, 2.894240], [-14.160823, 0.096534, 2.091117], [-13.858259, -0.818818, 1.471979], [-14.355737, -1.035993, 4.553103], [-14.328271, -0.158984, 6.076927], [-15.755858, -0.076279, 5.044746], [-12.988344, 1.052252, 4.365110], [-14.359855, 2.011520, 4.891218], [-14.124519, 2.147147, 2.436957], [-15.639338, 1.347150, 2.853615], [13.115102, -3.472933, 3.457813], [14.208367, -2.449912, 3.736065], [15.599816, -3.080777, 3.863907], [15.646828, -4.039956, 4.968692], [15.664518, -4.792525, 5.832139], [13.024605, -4.190126, 4.275369], [12.154068, -2.976480, 3.342972], [13.320081, -4.026205, 2.539097], [13.972628, -1.906434, 4.652627], [14.231456, -1.717112, 2.927916], [16.353684, -2.314875, 4.046538], [15.868554, -3.603140, 2.944784]],
  "forces_ev_per_a": [[0.2, -0.4, -0.4], [0.1, 0.4, 0.4], [0.3, -0.3, 0.1], [0.0, -0.4, -0.2], [-0.6, 0.7, 0.1], [0.8, -0.8, -0.2], [-0.2, 0.4, -0.2], [0.1, -0.1, 0.3], [0.1, -0.1, -0.1], [-0.4, 0.2, 0.5], [0.2, 0.2, -0.8], [-0.2, -0.5, 0.3], [-0.3, 0.8, -0.2], [0.6, -0.3, 0.0], [-0.3, -0.4, 0.3], [1.1, 1.6, -2.1], [-0.8, -0.1, 0.4], [-1.2, 1.1, 0.5], [0.8, -0.4, 0.3], [0.2, -0.6, -0.1], [0.0, -2.2, 0.2], [0.3, 0.1, -0.1], [0.1, -0.3, 0.3], [-0.1, 0.4, 0.1], [-0.3, -0.4, -0.2], [0.4, -0.3, 0.5], [0.0, 0.0, 0.1], [0.3, 1.1, 0.7], [-0.6, -0.5, -0.4], [-0.1, 0.4, 0.4], [0.3, -0.3, 0.0], [-0.1, -0.2, -0.1], [0.2, 0.4, 0.3], [-0.2, 0.2, 0.1], [0.0, -0.2, 0.2], [-0.1, -0.2, -0.1], [0.1, 0.2, -0.1], [-0.1, 0.2, -0.1], [-0.2, 0.2, -0.3], [-0.1, 0.2, 0.2], [-0.2, -0.1, 0.1], [0.3, 0.1, -0.1], [0.3, 0.0, 0.0], [-0.3, 0.1, -0.3], [-0.2, 0.1, -0.2], [0.1, -0.2, 0.1], [-0.2, -0.2, 0.1], [-0.2, 0.2, 0.0], [0.1, 0.1, -0.1], [-0.1, -0.1, -0.1], [0.0, -0.1, 0.3], [0.2, -0.2, 0.0], [0.1, -0.2, 0.1], [0.0, 0.1, 0.2], [0.1, -0.1, 0.1], [0.0, 0.1, -0.1], [0.1, 0.0, 0.2], [-0.1, -0.4, -0.1], [0.3, -0.2, 0.2], [0.0, 0.0, -0.1], [0.2, -0.2, 0.2], [0.3, 0.1, 0.1], [-0.3, 0.0, 0.1], [-0.2, -0.1, -0.2], [0.0, 0.2, -0.2], [0.1, 0.0, 0.1], [-0.4, 0.1, 0.1], [-0.1, 0.2, -0.2], [0.1, -0.3, -0.1], [-0.2, 0.1, 0.1], [0.0, 0.2, 0.1], [0.3, 0.0, 0.1], [0.2, 0.2, -0.1], [-0.1, 0.1, -0.3], [-0.3, 0.2, -0.2], [-0.1, 0.0, -0.1], [0.0, 0.0, 0.1], [-0.2, 0.1, -0.1], [-0.1, 0.2, 0.1], [0.3, 0.0, -0.1], [0.5, -0.1, -0.2], [-0.3, 0.0, -0.1], [0.0, 0.0, 0.2], [-0.3, 0.2, -0.2], [0.1, 0.1, -0.1], [0.1, -0.1, 0.2], [0.0, -0.2, -0.1], [0.2, 0.1, -0.1], [-0.2, 0.2, 0.2], [0.0, 0.0, 0.0], [0.0, 0.1, 0.0], [0.0, 0.0, 0.0], [0.0, 0.0, -0.1], [0.0, 0.1, -0.1], [0.0, 0.0, 0.0], [0.0, 0.0, 0.0], [0.0, 0.1, 0.0], [0.1, 0.0, 0.1], [-0.1, 0.2, 0.1], [-0.2, -0.3, -0.1], [0.1, 0.2, -0.1], [0.0, 0.0, 0.0], [0.0, 0.0, 0.0], [0.0, 0.0, 0.0], [0.0, 0.0, -0.1], [0.1, 0.0, -0.1], [0.0, 0.0, 0.0], [0.0, 0.0, 0.0], [0.0, 0.0, 0.0], [0.0, 0.0, 0.2], [-0.1, 0.2, 0.1], [-0.2, -0.3, 0.0], [0.2, 0.1, 0.0], [0.0, 0.0, 0.0], [0.0, 0.0, 0.0], [0.0, 0.0, 0.0], [0.0, 0.0, -0.1], [0.0, 0.0, -0.1], [0.0, 0.0, 0.0], [0.0, 0.0, 0.0], [0.0, 0.0, 0.0], [-0.1, 0.2, 0.0], [0.0, 0.1, -0.2], [-0.3, -0.1, 0.0], [0.3, 0.1, 0.1], [0.0, 0.0, 0.0], [0.0, 0.0, 0.0], [0.0, 0.0, 0.0], [0.0, -0.1, 0.0], [0.0, -0.1, 0.0], [0.0, 0.0, 0.0], [0.0, 0.0, 0.0], [0.0, 0.0, 0.0], [0.0, -0.1, 0.2], [0.1, 0.0, 0.1], [-0.2, 0.2, 0.1], [-0.1, -0.2, 0.0], [0.0, 0.0, 0.0], [0.0, 0.0, 0.0], [0.0, 0.0, 0.0], [0.0, 0.0, 0.0], [0.0, 0.1, -0.1], [0.0, 0.0, 0.0], [0.0, 0.0, 0.0], [0.0, 0.0, 0.1], [-0.2, 0.0, -0.1], [-0.1, 0.1, 0.1], [0.1, 0.1, -0.2], [0.0, -0.2, 0.2], [0.1, 0.0, 0.0], [0.0, 0.0, -0.1], [0.0, 0.0, 0.0], [0.1, 0.0, 0.0], [0.1, 0.0, 0.0], [0.0, 0.0, 0.0], [0.0, 0.0, 0.0]],
  "orbital_gap_ev": 7.7,
  "homo_ev": -10.9,
  "spin_multiplicity": 1,
  "charge": 1
}

=====

[2]
{
  "formula": "C5H10O4P",
  "method": "wB97M-V/def2-TZVPD",
  "elements": ["C", "C", "O", "P", "O", "O", "C", "C", "C", "O", "H", "H", "H", "H", "H", "H", "H", "H", "H", "H"],
  "coordinates": [[-2.442088, -0.427670, -1.293020], [-1.058152, -0.959101, -1.108664], [-0.691639, -1.327163, 0.198308], [0.995012, -1.266670, 0.452008], [1.674309, -2.024493, -0.653328], [1.173594, -1.542567, 1.885491], [1.198604, 0.764168, 0.355209], [0.086789, 1.414577, 1.171994], [2.508112, 0.870904, 0.923428], [3.569394, 1.116727, 0.412659], [-3.187632, -1.123857, -0.983172], [-2.798924, 0.432471, -0.791855], [-2.569138, -0.293588, -2.358455], [-0.413056, -0.200506, -1.554688], [-1.035895, -1.779145, -1.826169], [1.141808, 1.240746, -0.659625], [0.071325, 0.861244, 2.167100], [0.211790, 2.540973, 1.196005], [-0.840064, 1.285616, 0.613854], [2.405849, 0.417333, 1.852923]],
  "forces_ev_per_a": [[-0.8, -0.6, -0.1], [0.1, 0.3, -0.7], [1.0, 0.4, -0.3], [-1.2, 0.4, -1.4], [-0.5, 1.1, 0.8], [0.2, -0.1, 0.7], [-1.4, 0.0, -2.7], [0.3, -0.1, 0.7], [0.2, -0.5, -0.8], [0.7, 0.8, -0.5], [-0.5, -1.1, 0.1], [0.5, 1.5, 0.6], [-0.2, 0.2, -0.4], [0.5, 0.0, 0.3], [0.5, -0.5, 0.3], [0.3, -0.9, 0.4], [-0.4, 1.2, -1.0], [0.2, -1.2, 0.6], [-0.2, -0.3, 0.4], [0.8, -0.4, 2.9]],
  "orbital_gap_ev": 8.9,
  "homo_ev": -5.4,
  "spin_multiplicity": 1,
  "smiles": "CCO[P@](=O)([O-])[C@@H](C)C=O",
  "de_lowest_kcal_mol": 0.00,
  "charge": -1
}

=====

[3]
{
  "formula": "C8H12N2",
  "method": "wB97M-V/def2-TZVPD",
  "elements": ["H", "N", "N", "C", "C", "C", "C", "C", "C", "C", "C", "H", "H", "H", "H", "H", "H", "H", "H", "H", "H", "H"],
  "coordinates": [[1.920908, 2.881767, 2.322193], [1.172643, 2.236788, 2.572241], [0.972636, 1.343261, 1.750785], [0.427528, 0.402940, 1.126189], [0.020530, 1.118322, -0.083073], [0.958063, 0.638657, -1.161209], [0.642091, -0.874845, -1.341758], [-0.269952, -1.396161, -0.213102], [-1.634013, -0.694830, -0.334516], [-1.429295, 0.845479, -0.385999], [0.323392, -1.080050, 1.174841], [1.999661, 0.763647, -0.858771], [0.804828, 1.181699, -2.094417], [0.111484, -1.020731, -2.283747], [1.561536, -1.459702, -1.385335], [-0.398085, -2.478329, -0.323247], [-2.259299, -0.976404, 0.514599], [-2.140156, -1.031059, -1.240975], [-1.671801, 1.235939, -1.375757], [-2.080355, 1.340830, 0.334896], [1.302694, -1.547421, 1.313862], [-0.335039, -1.429797, 1.972299]],
  "forces_ev_per_a": [[0.1, -0.3, -0.4], [0.0, 0.1, 1.6], [0.2, 0.5, -0.6], [0.0, 0.6, -0.5], [0.0, -0.6, 0.1], [0.0, 0.2, -0.1], [0.0, -0.1, 0.0], [-0.1, -0.2, -0.1], [0.0, -0.2, 0.0], [0.0, 0.2, 0.0], [-0.2, -0.3, 0.1], [0.0, 0.1, 0.0], [0.1, 0.0, -0.1], [0.0, -0.1, -0.1], [0.0, -0.1, -0.1], [0.0, 0.1, 0.0], [-0.1, 0.0, 0.0], [0.0, -0.1, 0.0], [-0.1, 0.0, 0.0], [0.0, 0.0, -0.1], [0.0, 0.1, 0.0], [0.0, -0.1, 0.1]],
  "orbital_gap_ev": [8.3, 7.1],
  "homo_ev": [-7.4, -6.5],
  "spin_multiplicity": 1,
  "smiles": "[H]/N=N/C1=C2CCC(CC2)C1",
  "de_lowest_kcal_mol": 126.13
}

=====

[4]
{
  "formula": "C5H10NO",
  "method": "wB97M-V/def2-TZVPD",
  "elements": ["O", "C", "C", "C", "C", "C", "N", "H", "H", "H", "H", "H", "H", "H", "H", "H", "H"],
  "coordinates": [[-1.563586, 1.537438, -1.211428], [-0.884819, 1.472711, -0.232766], [0.374015, 0.589019, -0.315803], [1.295559, 0.263934, 0.864519], [0.586538, -0.927668, 1.485014], [0.084845, -1.800489, 0.320761], [-0.044616, -0.743902, -0.856853], [-1.122146, 1.890272, 0.763653], [0.931343, 1.128496, -1.093357], [1.367362, 1.113101, 1.552003], [2.308258, 0.108025, 0.509669], [-0.169693, -0.690531, 2.221383], [1.337869, -1.520990, 2.025258], [0.749251, -2.612555, 0.038521], [-0.903942, -2.238694, 0.441448], [0.589976, -1.032250, -1.594712], [-0.975184, -0.892821, -1.235499]],
  "forces_ev_per_a": [[-0.3, 0.3, 0.1], [0.1, -1.0, 1.0], [0.5, 1.0, -0.9], [-1.5, 0.9, 0.0], [1.5, -1.7, 0.4], [-0.4, 1.1, -0.1], [0.9, -2.1, 0.6], [-0.1, 0.5, -0.3], [0.0, -0.4, -0.1], [-0.2, -0.1, -0.1], [0.1, -0.5, -0.1], [-0.3, 0.3, -0.2], [-0.3, 0.1, 0.1], [0.2, 0.3, -0.2], [0.0, 0.2, 0.2], [0.1, 0.0, -0.2], [-0.3, 1.0, -0.2]],
  "orbital_gap_ev": 10.9,
  "homo_ev": -14.7,
  "spin_multiplicity": 1,
  "smiles": "O=C[C@H]1CCC[NH2+]1",
  "de_lowest_kcal_mol": 29.16,
  "charge": 1
}